# CHN3O2

A cluster of 2 separate species, CHN3O2 in total (the ωB97M-V functional and the def2-TZVPD basis, the Open Molecules 2025 dataset).

Cartesian coordinates (Å):
O (-0.08913, 0.97890, 2.05186)
N (-0.75154, 0.57399, 1.20685)
N (-1.42663, 0.34650, 0.25282)
O (-1.19048, -0.29859, -0.80903)
C (1.27063, -0.38303, -0.67743)
N (1.73576, -1.27758, -1.23479)
H (0.45139, 0.05981, -0.79027)

Atoms 1-6, force components in eV/Å:
O 0.64 1.59 2.48
N -1.76 -2.44 -4.53
N 1.52 0.79 2.15
O -1.90 0.19 0.10
C 6.60 -4.78 -0.87
N 1.11 0.01 0.76

As for the SMILES: O=NN=O.C#N. The energy above the lowest of the compared OMol25 structures with the same formula, charge and spin comes out at 719.6 kJ/mol. The calculation puts the largest force on an atom at 8.2 eV/Å. The LUMO energy comes out at -1.714 eV. For the HOMO energy, the calculation gives -0.3976 hartree. The HOMO-LUMO gap comes out at 9.105 eV.

# C2H8Cl2N7O18V2

A structure of composition C2H8Cl2N7O18V2 (the ωB97M-V functional and the def2-TZVPD basis, the Open Molecules 2025 dataset).

Cartesian coordinates (Å):
N (-3.32541, -0.49989, 3.12558)
H (-3.50530, 0.40606, 3.53425)
H (-2.80744, -0.34677, 2.27214)
H (-4.21567, -0.96437, 3.01702)
H (-2.78121, -1.09954, 3.72920)
V (0.81996, 0.66254, -2.56985)
V (0.64010, 3.11472, 2.16022)
N (0.96285, 3.66636, -1.09078)
O (1.08731, 2.56913, -1.59467)
O (1.03662, 4.62787, -1.77545)
O (0.77685, 3.74686, 0.11816)
N (3.42413, 0.32697, -1.65130)
O (2.39957, -0.04771, -1.09966)
O (4.51417, 0.29211, -1.17273)
O (3.07880, 0.85550, -2.75071)
N (-0.63442, 2.09070, -4.26129)
O (0.53929, 1.90997, -4.37385)
O (-1.07242, 1.34831, -3.38328)
O (-1.31273, 2.89735, -4.89604)
N (-0.74724, 0.52202, 0.44574)
O (-0.35027, 1.39390, 1.18111)
O (-1.49561, -0.29018, 0.97024)
O (-0.35960, 0.46682, -0.71404)
N (0.63405, -1.90685, -3.59880)
O (0.72614, -3.08408, -3.80130)
O (1.36365, -1.03022, -3.99270)
O (0.01784, -1.40859, -2.67223)
N (-1.35323, 2.39902, 3.87057)
O (-2.19173, 1.61866, 4.30841)
O (-1.52949, 3.20390, 2.96136)
O (-0.15127, 2.32169, 4.06478)
Cl (1.61751, -1.85823, 1.55594)
C (0.58312, -3.09843, 0.78324)
C (0.84151, -4.45781, 1.43362)
Cl (0.37540, -4.53139, 3.11209)
H (0.72194, -3.13295, -0.29732)
H (-0.45251, -2.77425, 0.88575)
H (1.88699, -4.70757, 1.25282)
H (0.23771, -5.20163, 0.91375)

Atoms 1-6, force components in eV/Å:
N -0.73 -0.60 0.41
H 0.30 0.68 0.65
H 0.32 0.03 -0.96
H -0.42 -0.19 -0.61
H 0.38 0.23 0.54
V 0.80 0.19 -0.21

Its multiplicity is 6. The calculation puts the largest force on an atom at 6.6 eV/Å. The LUMO energy (alpha / beta) comes out at -9.649 / -13.302 eV. For the HOMO energy (alpha / beta), the calculation gives -0.5766 / -0.5833 hartree. The HOMO-LUMO gap (alpha / beta) comes out at 6.040 / 2.570 eV. Its net charge is +2.

# C68H58N12O22

A cluster of 12 separate species, C68H58N12O22 in total (the ωB97M-V functional and the def2-TZVPD basis, the Open Molecules 2025 dataset).

Cartesian coordinates (Å):
O (1.71189, -3.82177, 4.07424)
N (0.90113, -2.90423, 4.20838)
O (0.57751, -2.16255, 3.28107)
C (0.37000, -2.61761, 5.56417)
C (1.09768, -3.10929, 6.67057)
C (0.59889, -2.92414, 7.98357)
C (-0.63444, -2.22986, 8.12511)
C (-1.29645, -1.73556, 7.03045)
C (-0.83939, -1.91883, 5.76220)
H (1.98003, -3.67897, 6.41895)
H (1.09899, -3.36223, 8.83467)
H (-1.12741, -2.15850, 9.08339)
H (-2.23914, -1.24015, 7.21018)
H (-1.45906, -1.49296, 4.98694)
O (3.39651, 2.94592, 1.90732)
N (3.01707, 4.09208, 2.06192)
O (2.91554, 4.91828, 1.16217)
C (2.66681, 4.57638, 3.45179)
C (2.92497, 3.74069, 4.51433)
C (2.48535, 4.16596, 5.78483)
C (1.94832, 5.44954, 5.94950)
C (1.83759, 6.37059, 4.89946)
C (2.12446, 5.87708, 3.62936)
H (3.27871, 2.72126, 4.46950)
H (2.53374, 3.49198, 6.62733)
H (1.68334, 5.80851, 6.93302)
H (1.43801, 7.37283, 4.94688)
H (1.83085, 6.43886, 2.75495)
O (-0.59359, -0.62614, -3.98574)
N (0.46739, -0.08352, -3.56325)
O (1.06331, 0.81830, -4.15253)
C (0.91939, -0.22882, -2.13152)
C (0.51523, -1.25809, -1.26791)
C (0.81880, -1.36489, 0.08519)
C (1.61664, -0.40646, 0.61897)
C (2.18253, 0.60685, -0.23062)
C (1.82224, 0.68609, -1.56412)
H (-0.15923, -1.98189, -1.70106)
H (0.47845, -2.09994, 0.79952)
H (1.85184, -0.33485, 1.67061)
H (2.86869, 1.35412, 0.13975)
H (2.18830, 1.48201, -2.19572)
O (-0.43931, -3.57486, -6.27886)
N (-1.59089, -3.54837, -5.94303)
O (-2.49622, -3.33426, -6.76315)
C (-1.87680, -3.75678, -4.51956)
C (-3.11988, -3.63959, -3.86624)
C (-3.28442, -3.78465, -2.49201)
C (-2.18561, -4.23469, -1.74655)
C (-1.02939, -4.50542, -2.37809)
C (-0.79591, -4.27008, -3.75751)
H (-3.95688, -3.33451, -4.47676)
H (-4.21368, -3.61548, -1.96832)
H (-2.20208, -4.27639, -0.66748)
H (-0.13662, -4.70263, -1.80323)
H (0.20186, -4.50134, -4.10013)
O (-0.69637, -6.28790, 0.71100)
N (-0.72865, -5.70428, 1.76570)
O (-0.52335, -4.48979, 1.88843)
C (-1.12679, -6.43293, 3.00523)
C (-0.53235, -7.66538, 3.21057)
C (-0.73144, -8.27589, 4.44086)
C (-1.57495, -7.68227, 5.36576)
C (-2.21951, -6.49278, 5.15654)
C (-1.90539, -5.81781, 3.96118)
H (-0.00218, -8.08796, 2.36990)
H (-0.24895, -9.20161, 4.71773)
H (-1.72573, -8.16214, 6.32148)
H (-2.71672, -6.02359, 5.99263)
H (-2.30417, -4.81904, 3.86199)
O (0.98657, 6.76334, -4.30226)
N (1.90081, 6.78589, -3.52893)
O (2.12048, 7.69230, -2.72055)
C (2.90520, 5.57897, -3.48801)
C (2.67299, 4.53730, -4.37658)
C (3.38557, 3.35645, -4.20795)
C (4.38945, 3.23861, -3.26162)
C (4.67357, 4.27553, -2.37475)
C (3.95192, 5.48874, -2.52535)
H (1.86911, 4.58052, -5.09651)
H (3.04130, 2.53067, -4.81290)
H (4.80554, 2.26536, -3.04701)
H (5.33145, 4.11421, -1.53358)
H (4.16203, 6.25017, -1.78882)
O (7.39455, -1.70069, 2.81456)
N (6.92967, -2.79425, 2.60340)
O (7.17310, -3.73837, 3.37508)
C (5.83215, -2.88007, 1.60144)
C (5.88162, -2.09432, 0.43850)
C (4.86653, -2.15825, -0.52616)
C (3.80395, -2.97122, -0.30432)
C (3.66160, -3.72341, 0.87827)
C (4.71765, -3.64554, 1.84924)
H (6.70760, -1.42517, 0.24769)
H (4.88910, -1.50736, -1.38769)
H (2.95863, -2.95872, -0.97640)
H (2.67951, -4.13983, 1.04705)
H (4.68457, -4.29033, 2.71501)
O (2.37552, 0.21988, 4.70848)
N (1.40132, 0.67527, 5.29870)
O (1.33608, 0.58266, 6.50703)
C (0.24838, 1.24806, 4.61736)
C (-0.99889, 1.41546, 5.24522)
C (-2.04424, 1.90077, 4.56000)
C (-1.97501, 2.25726, 3.22965)
C (-0.73790, 2.11318, 2.61193)
C (0.35862, 1.57445, 3.27429)
H (-1.11541, 1.22074, 6.30111)
H (-2.99750, 2.07304, 5.03751)
H (-2.81429, 2.72907, 2.74037)
H (-0.49089, 2.54619, 1.65386)
H (1.29934, 1.56150, 2.74392)
O (-4.75348, 4.71746, -0.32810)
N (-4.13480, 4.25007, -1.25150)
O (-4.71188, 3.67647, -2.12911)
C (-2.58882, 4.31637, -1.24148)
C (-1.88041, 5.16504, -0.33447)
C (-0.43824, 5.15497, -0.36065)
C (0.21182, 4.33670, -1.30760)
C (-0.49797, 3.55135, -2.18129)
C (-1.87395, 3.56248, -2.17634)
H (-2.48709, 5.69845, 0.38234)
H (0.14223, 5.81887, 0.26280)
H (1.28765, 4.32641, -1.40189)
H (0.03655, 2.91395, -2.87007)
H (-2.43271, 2.97713, -2.89156)
O (-3.31792, -2.38451, 3.35197)
N (-4.23591, -1.98672, 2.60883)
O (-5.41334, -2.29029, 2.81847)
C (-3.89322, -1.29693, 1.32823)
C (-2.59350, -0.86549, 1.12989)
C (-2.30200, -0.16491, -0.05403)
C (-3.23033, -0.09915, -1.10270)
C (-4.54466, -0.56354, -0.88520)
C (-4.91606, -1.15732, 0.31409)
H (-1.77836, -1.14854, 1.77938)
H (-1.30152, 0.22549, -0.16815)
H (-2.91321, 0.48207, -1.95594)
H (-5.27335, -0.44135, -1.67291)
H (-5.93815, -1.49463, 0.40329)
O (-5.23004, 0.62751, -6.02399)
N (-3.99753, 0.72075, -6.07020)
O (-3.27747, 0.95758, -5.09229)
C (-3.29745, 0.46973, -7.35398)
C (-3.99033, 0.49971, -8.56706)
C (-3.26718, 0.36078, -9.76573)
C (-1.87581, 0.26973, -9.71716)
C (-1.17129, 0.25826, -8.53240)
C (-1.90563, 0.31628, -7.37876)
H (-5.06054, 0.57489, -8.44293)
H (-3.76294, 0.22896, -10.71613)
H (-1.31709, 0.24353, -10.64104)
H (-0.09827, 0.16653, -8.45108)
H (-1.30298, 0.18240, -6.49259)
C (-1.05182, 3.13520, -5.66927)
C (0.18123, 2.91404, -6.37797)
N (1.16737, 2.78369, -6.96359)
H (-0.83914, 4.12195, -5.25794)
H (-1.15314, 2.36698, -4.90268)
H (-1.89838, 3.01928, -6.34602)

Atoms 1-6, force components in eV/Å:
O -0.99 0.77 0.42
N 0.86 0.24 -0.86
O -0.16 -0.48 1.03
C -0.45 -0.01 1.11
C -0.97 0.25 -0.15
C -0.97 0.50 -1.48

As for the SMILES: O=[N+]([O-])c1ccccc1.O=[N+]([O-])c1ccccc1.O=[N+]([O-])c1ccccc1.O=[N+]([O-])c1ccccc1.O=[N+]([O-])c1ccccc1.O=[N+]([O-])c1ccccc1.O=[N+]([O-])c1ccccc1.O=[N+]([O-])c1ccccc1.O=[N+]([O-])c1ccccc1.O=[N+]([O-])c1ccccc1.O=[N+]([O-])c1ccccc1.CC#N. The calculation puts the largest force on an atom at 3.3 eV/Å. The LUMO energy comes out at -1.167 eV. For the HOMO energy, the calculation gives -0.3575 hartree. The HOMO-LUMO gap comes out at 8.561 eV.

# C4H5NO2

The molecule C4H5NO2 (the ωB97M-V functional and the def2-TZVPD basis, the Open Molecules 2025 dataset).

Cartesian coordinates (Å):
O (1.86403, -1.27485, -1.47717)
C (1.63666, -0.11132, -1.12614)
C (0.49120, 0.23827, -0.30883)
C (-0.08205, 1.11048, 0.58280)
O (0.14128, 2.24701, 0.90365)
C (-1.27411, 0.15308, 0.94484)
N (-0.53545, -0.84490, -0.09434)
H (2.47815, 0.68620, -1.35006)
H (-1.27087, -0.15661, 1.89200)
H (-2.10712, 0.65074, 0.50950)
H (-1.07691, -1.04702, -0.99396)
H (-0.26479, -1.65108, 0.51772)

Atoms 1-6, force components in eV/Å:
O -0.75 0.87 -0.01
C 1.58 0.46 0.63
C 1.05 -2.33 -1.69
C -0.09 1.08 0.25
O -0.10 0.78 0.78
C 2.50 1.67 -5.26

As for the SMILES: O=CC1=C([O-])C[NH2+]1. The energy above the lowest of the compared OMol25 structures with the same formula, charge and spin comes out at 307.9 kJ/mol. The calculation puts the largest force on an atom at 6.1 eV/Å. The LUMO energy comes out at 0.085 eV. For the HOMO energy, the calculation gives -0.3136 hartree. The HOMO-LUMO gap comes out at 8.617 eV.